ORCA calculation (ωB97M-V/def2-TZVPD) on a 6-piece molecular cluster, C26H67BO9P overall at a distorted geometry.

Last column: Löwdin charge in e.
Atoms and positions in Å:
C -0.8912 2.9470 0.6203  -0.12
C -0.0667 1.9960 1.5787  -0.20
C -1.0588 1.4459 2.6741  -0.26
O -1.0815 0.0426 2.7798  -0.20
C -1.6880 -0.5823 1.6327  -0.22
B -1.1608 -2.1747 1.5303  -0.48
C 0.3187 -2.4209 2.2181  -0.24
C 1.4701 -1.5677 1.6169  -0.25
C 1.4305 -1.4165 0.0654  -0.24
P 1.5973 -2.9971 -0.8780  0.66
O 1.3934 -4.2681 -0.0982  -0.29
O 3.1958 -3.0293 -1.4472  -0.25
C 3.2524 -3.3916 -2.8400  -0.28
C 2.9962 -2.1573 -3.7659  -0.07
O 0.4894 -2.9395 -2.1247  -0.26
C -0.1325 -4.2014 -2.3719  -0.29
C -0.6750 -4.1261 -3.8458  -0.08
H -1.4576 2.3338 -0.0982  0.07
H -0.1609 3.6148 0.1298  0.05
H -1.5680 3.5662 1.2426  0.06
H 0.7467 2.5761 2.0374  0.08
H 0.2932 1.1837 0.9263  0.08
H -0.6611 1.8156 3.6483  0.11
H -2.0730 1.8904 2.5773  0.11
H -2.7975 -0.6361 1.7079  0.08
H -1.4293 -0.0962 0.6632  0.07
H -1.0357 -2.4824 0.3557  0.04
H -1.9955 -2.8578 2.0844  0.03
H 0.5171 -3.5123 2.1517  0.07
H 0.2874 -2.2053 3.3130  0.08
H 2.4612 -1.9834 1.8906  0.10
H 1.4229 -0.5440 2.0338  0.09
H 0.5593 -0.8435 -0.3027  0.08
H 2.3146 -0.8004 -0.2206  0.08
H 4.2845 -3.7570 -3.0085  0.11
H 2.5521 -4.2250 -3.0283  0.10
H 3.7240 -2.0877 -4.5935  0.04
H 3.0287 -1.2162 -3.1882  0.08
H 1.9752 -2.2748 -4.1750  0.06
H -0.9900 -4.3352 -1.6959  0.12
H 0.5655 -5.0509 -2.3344  0.10
H -1.6145 -4.6873 -3.9684  0.06
H -0.8897 -3.0573 -4.0468  0.07
H 0.0840 -4.4376 -4.5824  0.06
C -7.3878 -1.3504 3.2622  -0.07
C -5.9196 -0.9539 3.2250  -0.50
C -5.5105 -0.2169 4.4901  -0.06
O -5.6747 -0.1280 2.0913  -0.05
H -8.0302 -0.4669 3.3349  0.08
H -7.6647 -1.8708 2.3428  0.07
H -7.5995 -2.0041 4.1115  0.08
H -5.3023 -1.8458 3.1062  0.13
H -6.0870 0.7073 4.6037  0.08
H -4.4576 0.0659 4.4419  0.08
H -5.6663 -0.8353 5.3769  0.08
H -6.2090 0.6666 2.1772  0.08
C 6.1456 -0.2965 -7.8127  -0.07
C 4.9795 -0.2174 -6.8390  -0.49
C 4.8569 1.1724 -6.2337  -0.06
O 5.1549 -1.1787 -5.7997  -0.08
H 7.0904 -0.0859 -7.3031  0.08
H 6.2262 -1.3008 -8.2324  0.08
H 6.0263 0.4156 -8.6318  0.08
H 4.0530 -0.4750 -7.3553  0.14
H 5.7593 1.4312 -5.6720  0.08
H 4.0223 1.2117 -5.5321  0.08
H 4.6997 1.9281 -7.0060  0.08
H 5.9686 -0.9657 -5.3323  0.09
C 0.3810 7.1193 0.7984  -0.06
C 0.5821 6.0399 1.8506  -0.49
C 1.1609 6.6183 3.1329  -0.06
O 1.4534 5.0328 1.3434  -0.07
H 1.3349 7.5869 0.5358  0.08
H -0.0264 6.6883 -0.1177  0.08
H -0.3009 7.8954 1.1527  0.08
H -0.3712 5.5548 2.0649  0.13
H 2.1405 7.0697 2.9469  0.07
H 1.3077 5.8315 3.8750  0.08
H 0.5023 7.3795 3.5565  0.08
H 2.3016 5.4447 1.1482  0.06
C -8.3197 -5.8948 0.7119  -0.07
C -7.6161 -5.3004 1.9228  -0.50
C -6.2507 -4.7446 1.5505  -0.06
O -7.4717 -6.3014 2.9314  -0.06
H -7.7398 -6.7238 0.2959  0.08
H -9.2950 -6.2971 0.9943  0.07
H -8.4638 -5.1454 -0.0689  0.08
H -8.2314 -4.5062 2.3505  0.13
H -5.6025 -5.5351 1.1620  0.08
H -5.7529 -4.3293 2.4277  0.08
H -6.3350 -3.9616 0.7946  0.08
H -6.9302 -7.0075 2.5679  0.08
C 6.7947 3.8407 0.8130  -0.06
C 6.0700 5.1743 0.7146  -0.50
C 5.1873 5.4151 1.9288  -0.07
O 5.2740 5.2016 -0.4699  -0.06
H 6.0804 3.0141 0.8571  0.09
H 7.4172 3.6780 -0.0685  0.08
H 7.4289 3.7993 1.7008  0.08
H 6.7992 5.9820 0.6258  0.14
H 4.4193 4.6395 2.0091  0.08
H 4.6675 6.3721 1.8399  0.07
H 5.7719 5.4206 2.8507  0.08
H 4.6257 4.4924 -0.4069  0.09

Cartesian forces, eV/Å:
1.130 -0.117 0.777
-1.992 0.524 -0.702
1.231 0.090 0.737
-0.477 0.914 -0.507
0.170 -1.664 -0.633
0.410 0.701 0.383
-0.158 -0.028 0.510
-0.275 -0.670 -0.051
0.919 0.465 -0.650
-0.405 -1.709 1.967
0.436 1.602 -1.134
-2.344 0.507 -0.502
0.933 0.583 -0.295
-0.517 -0.758 -0.054
2.037 0.035 1.156
-1.136 -0.389 -1.921
0.190 0.774 0.588
0.081 0.420 0.269
-0.591 -0.223 -0.167
0.157 -0.241 -0.509
-0.132 -0.406 -0.207
0.193 0.193 0.681
-0.327 -0.235 -0.342
0.284 -0.336 -0.308
0.457 0.646 0.130
-0.055 0.342 0.659
-0.351 -0.120 -0.387
-0.224 -0.472 0.127
0.226 0.646 -0.172
0.028 0.029 -0.554
-0.297 0.193 -0.129
-0.033 -0.397 -0.228
0.145 -0.643 0.268
-0.371 -0.387 0.002
-0.529 0.035 0.167
0.327 0.348 -0.133
-0.496 -0.145 0.561
0.055 -0.485 -0.148
0.471 0.373 0.076
0.591 0.000 0.080
-0.241 0.389 0.531
0.466 0.018 -0.005
-0.062 -0.551 0.035
-0.329 -0.052 0.270
-0.085 -0.223 -0.100
-0.320 0.453 0.196
0.247 -0.008 0.099
0.159 -0.283 -0.249
0.069 0.035 0.105
0.053 -0.036 0.033
-0.025 0.018 -0.016
0.090 0.116 -0.162
-0.118 -0.073 -0.007
-0.006 -0.108 -0.031
-0.005 0.034 -0.002
-0.029 0.057 0.075
-0.030 -0.165 -0.191
0.561 0.292 0.211
-0.231 0.065 0.064
-0.065 -0.068 -0.380
-0.055 0.114 0.030
-0.061 0.033 -0.012
0.035 -0.002 0.021
-0.006 -0.143 0.134
0.058 -0.019 -0.107
-0.013 -0.022 -0.066
0.026 0.005 0.029
0.041 0.033 0.048
-0.177 -0.026 -0.166
0.472 0.410 -0.061
-0.047 -0.112 0.211
-0.111 -0.203 0.034
0.011 0.024 0.121
-0.044 -0.019 0.066
0.031 0.006 -0.017
0.095 -0.166 -0.071
-0.060 0.074 -0.085
-0.073 0.004 -0.028
0.037 0.004 -0.002
0.021 0.090 0.002
-0.283 0.003 0.020
0.466 -0.331 -0.423
-0.008 0.175 0.153
-0.345 0.178 0.287
0.101 0.094 -0.017
0.004 0.065 0.008
0.027 -0.036 -0.008
-0.004 -0.120 0.157
-0.071 0.003 -0.083
-0.031 0.036 -0.043
0.065 -0.017 0.010
0.102 -0.008 -0.043
0.197 -0.014 -0.095
-0.353 -0.530 0.171
-0.082 0.199 0.044
0.164 0.359 -0.105
-0.038 0.059 0.109
0.015 0.063 0.037
-0.028 -0.033 -0.009
-0.093 0.031 -0.176
0.116 -0.098 0.037
0.098 0.029 0.008
-0.054 -0.017 0.005
-0.011 -0.079 -0.007

Results
Gap between HOMO and LUMO in eV: 6.5
Energy in eV: -56442.2140
Net charge: -1

ORCA calculation (ωB97M-V/def2-TZVPD) on C21H29Cl12FO4 as an isolated structure at a distorted geometry.

Last column: Löwdin charge in e.
Atoms and positions in Å:
C -32.4576 -34.3190 -30.1716  -1.92
Cl -32.9581 -36.0101 -30.5082  0.50
Cl -33.8697 -33.2343 -30.5078  0.55
Cl -31.6969 -34.0141 -28.5516  0.49
Cl -31.1411 -33.8860 -31.3017  0.50
C -29.7207 -28.4508 -26.6319  -2.07
Cl -30.2064 -27.7525 -28.2031  0.37
Cl -28.4948 -27.5180 -25.7537  0.35
Cl -31.1210 -28.3433 -25.6163  0.39
Cl -29.1135 -30.1742 -26.8063  0.25
C -26.2466 -34.5518 -29.9355  -2.13
Cl -26.5859 -32.8514 -30.0141  0.61
Cl -25.1586 -34.9022 -28.6526  0.58
Cl -27.7528 -35.4437 -29.7413  0.51
Cl -25.6151 -35.1680 -31.4231  0.54
C -30.7860 -25.4616 -33.9085  -0.01
C -30.3953 -25.1970 -32.4178  -0.48
O -29.4620 -25.8027 -31.9558  0.06
C -31.0636 -24.0607 -31.7132  -0.03
H -30.5372 -26.5092 -34.0783  0.06
H -30.2129 -24.8623 -34.6160  0.08
H -31.8417 -25.2112 -34.0122  0.07
H -30.5602 -23.1208 -31.9398  0.09
H -30.8457 -24.2583 -30.6637  0.09
H -32.1398 -23.9102 -31.7986  0.08
C -25.6223 -25.7399 -32.4361  -0.03
C -25.3948 -25.8692 -33.8620  -0.51
O -24.2817 -25.6293 -34.3045  0.05
C -26.5355 -26.4793 -34.7093  -0.01
H -24.6524 -25.8600 -31.9533  0.09
H -26.0993 -26.6577 -32.0924  0.07
H -26.2720 -24.9039 -32.1772  0.10
H -26.5619 -25.8609 -35.6065  0.08
H -27.4669 -26.3284 -34.1635  0.06
H -26.2588 -27.5235 -34.8548  0.09
C -34.8503 -30.2514 -34.4357  -0.03
C -34.4809 -31.5039 -33.6653  -0.46
O -35.2883 -31.9710 -32.8090  -0.03
C -33.2248 -32.1859 -34.0722  -0.03
H -35.5717 -29.6319 -33.9029  0.08
H -35.2900 -30.4902 -35.4041  0.08
H -34.0173 -29.5795 -34.6420  0.07
H -33.1347 -32.9271 -33.2781  0.04
H -32.3381 -31.5566 -34.1491  0.08
H -33.3420 -32.5318 -35.0992  0.09
C -25.3076 -30.5643 -27.2198  -0.04
C -23.8578 -30.9051 -27.0043  -0.46
O -22.9836 -30.0699 -27.1875  0.04
C -23.5135 -32.3918 -26.6905  -0.04
H -25.9042 -30.8695 -26.3602  0.07
H -25.7131 -31.0756 -28.0928  0.03
H -25.5337 -29.5085 -27.3693  0.09
H -24.3135 -33.0417 -26.3361  0.06
H -22.5979 -32.4672 -26.1039  0.07
H -23.2519 -32.7495 -27.6864  0.06
F -31.7656 -29.8236 -32.7250  -0.01
C -30.6256 -29.6840 -31.9371  -0.19
C -29.4756 -29.0550 -32.4436  -0.05
C -28.3529 -29.0686 -31.6629  -0.07
C -28.2450 -29.9300 -30.5200  -0.11
C -29.3248 -30.6702 -30.0708  -0.16
C -30.5174 -30.5622 -30.7957  -0.03
H -29.4482 -28.5230 -33.3831  0.10
H -27.4772 -28.5718 -32.0537  0.08
H -27.3010 -30.1424 -30.0402  0.06
H -29.2639 -31.2808 -29.1821  0.04
H -31.3767 -31.1156 -30.4466  0.07

Cartesian forces, eV/Å:
0.319 0.719 -0.241
0.277 0.675 0.626
0.972 -0.760 0.529
-1.068 -0.524 -0.631
-0.321 -0.262 -0.200
-0.366 1.497 0.258
-0.060 0.878 -1.537
1.496 1.190 0.330
-2.004 -0.297 1.266
1.002 -3.319 -0.222
-0.913 -0.343 -0.254
-0.055 0.487 -0.187
0.683 -0.193 0.950
-0.770 -0.104 0.643
0.966 0.021 -1.261
-0.099 -0.075 1.400
0.478 0.274 -2.434
-0.158 0.071 0.389
0.137 -0.042 1.538
-0.387 0.027 -0.245
0.121 0.214 0.251
-0.024 -0.345 -0.369
0.057 -0.010 -0.316
-0.123 0.224 0.203
0.088 -0.315 -0.476
-0.065 -1.168 1.527
0.980 -0.556 -1.394
-0.976 -0.113 -0.489
0.909 1.585 0.677
-0.009 1.146 0.240
-0.718 0.054 -0.017
0.301 0.035 0.267
-0.050 -0.593 -0.383
-0.097 -0.458 -0.056
-0.347 0.059 -0.296
-0.194 0.734 0.256
-2.888 0.034 1.488
2.689 1.336 -2.597
-0.050 -0.180 0.658
-0.161 -0.341 0.152
-0.011 -0.308 -0.039
0.369 -0.331 0.042
0.625 -0.553 -0.688
-0.233 0.277 0.483
-0.254 -0.654 0.118
-0.478 0.118 0.290
0.336 0.455 -0.246
-0.509 -1.128 0.446
0.255 0.947 -0.727
-0.093 -0.249 -0.024
0.098 -0.326 0.088
0.544 0.066 0.041
-0.058 0.423 0.210
-0.194 0.091 0.159
0.082 -0.269 -0.140
0.850 0.668 0.702
0.958 -2.619 0.686
-1.793 0.198 0.453
1.143 -1.853 1.384
-0.019 0.572 -1.109
-0.658 0.852 -1.229
-0.372 1.536 -0.912
-0.328 0.069 -0.028
0.150 0.090 0.201
0.255 0.690 0.103
0.001 -0.107 -0.079
-0.234 0.084 -0.224

Results
Gap between HOMO and LUMO (spin up / spin down) in eV: 2.5 / 8.4
Spin multiplicity: 2
Energy in eV: -183421.0605
Net charge: -1

ORCA calculation (ωB97M-V/def2-TZVPD) on C21H21AsN2O2PdS2 as an isolated structure at a distorted geometry.

Last column: Löwdin charge in e.
Atoms and positions in Å:
Pd -0.0534 0.9765 -0.6741  0.65
C -0.3810 0.8062 3.8072  -0.06
C 0.9619 0.7501 4.1607  -0.06
C 1.9136 0.5170 3.1865  -0.01
C 1.4997 0.3109 1.8705  -0.25
N 0.1959 0.3593 1.5527  0.00
C -0.7158 0.6261 2.4768  -0.17
C 2.3894 0.0121 0.7513  -0.20
C 3.6672 -0.5242 0.9144  -0.04
C 4.4027 -0.9019 -0.1906  -0.09
C 3.8882 -0.7276 -1.4676  -0.09
C 2.6373 -0.1499 -1.6412  -0.11
C 1.8790 0.2275 -0.5422  -0.14
H -1.1418 0.9764 4.5528  0.10
H 1.2585 0.8966 5.1895  0.11
H 2.9646 0.5110 3.4291  0.11
H -1.7456 0.6797 2.1320  0.11
H 4.0772 -0.6611 1.9052  0.10
H 5.3761 -1.3507 -0.0608  0.10
H 4.4634 -1.0419 -2.3272  0.10
H 2.2396 -0.0023 -2.6433  0.10
C -2.3005 -2.2029 0.0110  -0.29
As -1.6527 -0.8249 -1.2791  1.09
C -1.0154 -2.0282 -2.6985  -0.29
C -3.3858 -0.2752 -2.0107  -0.29
H -2.8453 -2.9944 -0.5073  0.02
H -2.9679 -1.7411 0.7400  0.02
H -1.4489 -2.6374 0.5371  0.02
H -1.8299 -2.6437 -3.0887  0.03
H -0.2157 -2.6665 -2.3151  0.03
H -0.6232 -1.4001 -3.4991  0.01
H -4.1054 -1.0957 -1.9717  0.03
H -3.2499 0.0532 -3.0396  0.01
H -3.7666 0.5756 -1.4435  0.03
O -2.7455 2.3005 -3.5591  -0.29
S -1.4665 2.2379 -2.9231  0.62
O -0.6758 1.0534 -3.2271  -0.40
N -1.5431 2.4210 -1.2863  -0.21
C -0.4537 3.1220 -0.9244  -0.93
S -0.1007 3.4378 0.7200  0.71
C 0.2055 3.8683 -2.0003  -0.25
C 1.2139 4.8198 -1.9014  -0.02
C 1.5553 5.5252 -3.0415  -0.06
C 0.9258 5.2936 -4.2576  -0.06
C -0.0564 4.3149 -4.3710  -0.03
C -0.3981 3.6304 -3.2327  -0.21
H 1.6988 4.9970 -0.9545  0.10
H 2.3231 6.2804 -2.9863  0.11
H 1.1972 5.8839 -5.1184  0.11
H -0.5513 4.0975 -5.3048  0.12

Cartesian forces, eV/Å:
1.944 -0.265 0.202
0.035 -0.082 0.082
-0.145 0.035 -0.100
-0.021 -0.015 -0.188
-0.531 -0.068 0.667
0.197 0.141 0.487
0.110 -0.221 0.273
0.122 0.068 -0.705
-0.246 0.218 0.042
0.148 -0.062 -0.149
0.034 0.143 0.080
-0.338 0.197 -0.224
-1.022 -0.689 0.502
-0.086 0.069 0.012
0.032 0.028 0.050
0.082 -0.026 0.050
0.093 0.043 0.054
0.001 -0.096 0.076
0.095 -0.026 0.018
0.024 0.002 -0.067
0.042 -0.076 0.090
0.281 0.390 -0.115
-0.400 -1.879 -0.245
-0.101 0.193 0.041
0.078 0.086 0.049
0.066 0.124 -0.101
0.069 0.033 -0.022
-0.047 0.059 -0.030
0.059 0.038 0.115
-0.111 0.095 0.017
-0.020 -0.082 0.072
0.175 -0.019 0.045
-0.039 -0.117 0.077
0.018 -0.093 -0.003
-0.120 0.452 0.126
0.029 0.128 -1.373
-0.002 0.220 -0.351
-0.631 -0.334 -0.301
-0.166 1.818 2.115
0.145 -0.391 -1.024
0.358 0.576 -0.933
-0.246 -0.347 0.021
0.104 0.063 -0.065
-0.167 -0.152 0.014
-0.092 -0.031 -0.242
0.052 -0.379 0.995
-0.006 0.048 0.111
0.100 0.100 0.019
0.041 0.022 -0.119
0.003 0.062 -0.144

Results
Gap between HOMO and LUMO (spin up / spin down) in eV: 6.4 / 6.3
Energy in eV: -115179.6837

> Which value of energy does entry 2 give?

-183421.0605 eV